# 1
51
Properties=species:S:1:pos:R:3:forces:R:3 method="wB97M-V/def2-TZVPD" total_energy_ev=-135613.85983 orbital_gap_ha=0.3574 e_homo_ha=-0.3519
O -4.8236 -2.6737 -2.0170 -0.008 -0.113 0.283
C -4.4793 -0.7843 -4.6310 -0.211 0.317 0.255
H 2.0268 1.8198 0.4413 0.264 0.095 0.426
H -2.2722 -0.6046 -0.9425 0.017 -0.066 -0.140
H 2.8234 -2.7657 -0.6597 0.265 -0.322 -0.002
O 0.8309 0.5857 4.5149 0.011 0.366 -0.136
H 1.4659 1.1051 -2.1420 0.118 -0.014 -0.156
H -2.6499 1.6731 0.9683 0.095 0.224 0.306
O -2.9778 -1.3577 -2.9427 -0.389 -0.134 -0.062
H 0.3050 0.3930 1.0395 -0.298 0.000 -0.168
O 4.6357 1.0975 -1.4552 2.154 -2.129 -2.701
H 1.4211 -1.3264 -1.6225 0.132 0.032 -0.196
C 1.7196 0.6563 5.6386 0.338 -0.306 0.148
C 0.9058 1.6168 -1.3656 -0.325 -0.212 0.651
C 2.4599 -2.4038 0.2956 -0.538 -0.215 -0.092
H 3.5438 1.8183 5.8917 0.111 -0.042 -0.221
C 2.6006 1.8540 5.3540 -0.262 0.354 0.211
Br 0.1140 -4.0837 0.1103 0.073 -0.031 0.087
O -3.1056 -3.7695 -3.4246 -0.006 -0.296 0.021
H 4.2853 1.6740 0.3675 -0.596 0.366 0.331
C 1.8592 2.4045 -0.4518 -0.485 -0.506 -0.447
H -4.5810 -0.5390 -5.6845 -0.019 -0.243 -0.042
H 0.1887 2.2794 -1.8318 -0.058 0.197 -0.305
C 4.0491 1.7517 -0.7050 -0.941 1.327 1.938
H 2.0872 2.7912 5.5795 0.005 -0.025 0.041
C 0.5504 -1.4338 -0.9830 -0.113 0.061 0.806
H 2.8485 -1.4013 0.4250 0.114 0.298 0.140
O 3.1212 2.6399 -1.0978 -0.579 0.447 0.267
F -2.2650 1.3095 -1.5464 -0.343 0.212 -0.096
S -3.9124 -2.6555 -3.1000 -0.005 0.436 -0.352
C 0.9434 -2.3166 0.2249 0.535 0.523 -0.676
H 2.7805 -3.0216 1.1248 0.215 -0.164 0.039
H 0.5975 -1.8774 1.1445 -0.388 -0.166 0.399
H -3.7070 0.2961 0.6463 -0.356 0.041 0.054
O 2.8318 1.7966 3.9395 -0.084 -0.329 -0.010
H -5.2300 -0.2388 -4.0548 0.037 0.035 -0.018
H 2.3002 -0.2675 5.6757 0.004 0.022 0.012
H -0.2134 -1.9239 -1.5725 -0.294 0.038 -0.170
H 1.3776 3.3306 -0.1801 0.261 0.450 0.160
O -4.6881 -2.1887 -4.4258 0.407 -0.036 0.021
H -2.2159 0.0343 1.5254 0.111 -0.020 0.309
H -2.9212 0.5142 -3.8341 0.002 -0.110 0.253
H -2.3215 -0.8404 -4.8219 -0.028 -0.007 -0.011
C -3.0827 -0.5267 -4.1043 0.208 0.090 -0.455
C -2.6775 0.6161 0.7383 -0.073 0.097 -0.691
S 1.5411 1.1844 3.2108 0.389 0.098 1.210
Si -0.0319 0.2791 -0.3799 0.026 -0.225 -0.903
H 1.1516 0.7653 6.5585 -0.196 0.016 -0.139
O 1.9826 0.1115 2.4014 0.307 -0.088 -0.234
C -1.9393 0.3554 -0.5593 0.599 -0.339 0.365
O 0.7468 2.2473 2.7195 -0.204 -0.005 -0.307



# 2
63
Properties=species:S:1:pos:R:3:forces:R:3 method="wB97M-V/def2-TZVPD" total_energy_ev=-70854.96824 orbital_gap_ha="0.1605 / 0.2002" charge=+2 e_homo_ha="-0.5173 / -0.5221"
C -0.5121 3.9280 -3.1740 -0.060 -0.305 0.132
C 0.5254 1.3820 5.0659 0.129 0.051 0.741
H 4.1238 -2.5084 -3.0237 0.017 0.189 -0.054
C -0.7126 1.5369 -2.9315 -0.430 0.070 0.592
N 0.3183 -0.0313 2.2922 -0.253 0.377 -1.981
H 1.8888 -2.1554 -2.0173 0.114 0.136 -0.434
H -1.6205 -0.3876 0.1299 -0.449 1.964 -0.267
C 0.6532 -3.5802 5.7943 -0.076 -0.003 0.262
C 3.5942 -1.5802 -3.2158 -0.155 0.064 -0.050
H 1.6529 2.5665 6.4616 -0.647 0.175 -0.635
C 0.4575 -2.5029 3.6373 0.442 -0.012 -0.457
H -0.4168 -2.6180 7.4354 0.249 -0.104 -0.669
P -0.0521 -0.0226 -2.3872 1.177 -0.524 0.165
C 1.6346 -0.1970 -2.9575 0.144 -0.222 -0.060
H -0.7167 -0.6141 -4.9800 -0.181 -0.576 0.208
C -0.1571 -2.5957 6.3641 -0.302 -0.027 0.627
H -2.4466 0.5932 -3.8435 0.208 0.644 0.112
H 0.0321 4.8481 -2.9985 -0.146 -0.008 0.006
C -1.3111 2.5137 3.9154 -0.590 -0.154 0.052
H -1.2936 -0.7562 6.0026 0.470 -0.685 -0.084
H 1.5997 -4.3083 3.9764 -0.466 0.584 0.389
H 1.6971 1.7665 -3.8652 0.299 -0.347 -0.147
S -0.8986 -0.1126 3.3426 0.079 -0.014 -0.733
C -1.9713 -2.3975 -4.9253 0.207 0.094 0.186
H -3.1853 -4.1349 -4.5537 0.124 0.216 0.161
C -1.1737 -1.4064 -4.3683 -0.303 -0.292 0.306
C -1.6653 3.9139 -3.9648 -0.132 0.128 -0.096
C -0.0427 2.7424 -2.6180 0.130 -0.130 -0.121
C -1.0209 -1.3901 -2.9699 0.009 0.034 -0.240
C 2.3288 -1.4062 -2.6805 -0.253 0.666 -0.268
C -2.3647 2.7281 -4.2043 0.054 -0.083 0.266
H 0.8798 2.7281 -2.0070 -0.626 0.070 -0.407
C -1.9157 1.5365 -3.6560 0.142 -0.043 -0.160
Cl 2.5677 -0.5348 0.2293 -0.972 0.490 0.157
H -1.3159 1.0151 0.0802 -2.146 -0.600 0.412
C 0.0609 3.7124 5.5130 -0.384 0.156 -0.228
H 3.9294 1.4235 -4.8308 0.092 -0.298 0.120
C -0.5896 1.3721 4.2513 0.220 -0.451 0.066
C 0.8141 2.5689 5.7353 0.995 -0.356 0.564
H 1.0339 -4.3947 6.4188 -0.105 0.366 -0.277
H 1.2319 0.1377 2.6997 0.082 -0.162 0.017
C -0.9934 3.6903 4.5881 -0.178 0.417 -0.160
C -2.3872 -3.3379 -2.7162 0.045 -0.205 0.041
C -2.5713 -3.3561 -4.1016 0.055 0.015 -0.009
C -0.6618 -1.5626 5.5831 -0.315 0.071 0.731
H -2.0432 4.8458 -4.3923 0.208 -0.295 0.118
H 5.1578 -0.7214 -4.4357 -0.230 0.011 0.133
H -1.5940 4.5953 4.3933 0.498 -0.546 0.135
C 2.2340 0.8352 -3.6898 0.012 -0.421 -0.065
C 0.9646 -3.5296 4.4397 0.063 -0.339 -0.578
H 0.7223 -2.4290 2.5638 -0.167 -0.145 0.942
In 0.1448 -0.0370 0.2084 3.753 -1.272 0.477
C 3.4980 0.6265 -4.2276 -0.044 0.244 0.043
H -2.1083 -2.3986 -5.9979 -0.121 -0.197 0.003
C 4.1712 -0.5713 -3.9994 -0.042 -0.057 0.018
C -0.3269 -1.5314 4.2481 -0.210 0.380 0.547
H -2.8564 -4.0882 -2.0826 0.068 0.105 -0.239
H 0.2925 4.6346 6.0490 -0.093 -0.317 -0.159
H -2.1211 2.4606 3.1607 0.483 0.116 0.705
H 1.1218 0.4639 5.2162 -0.387 0.681 0.072
H -3.2632 2.7026 -4.8082 0.047 0.233 0.021
H -1.4358 -2.3058 -1.0387 -0.097 -0.239 -0.659
C -1.5857 -2.3645 -2.1326 -0.056 0.683 -0.292



# 3
103
Properties=species:S:1:pos:R:3:forces:R:3 method="wB97M-V/def2-TZVPD" total_energy_ev=-114292.13517 orbital_gap_ha="0.2236 / 0.2346" charge=+1 multiplicity=4 e_homo_ha="-0.3851 / -0.3851"
C 1.6001 -0.9201 4.6246 -0.028 -0.013 0.010
H 0.3253 2.2066 4.5133 0.022 -0.028 -0.016
C -2.7237 -1.9215 -1.0199 -0.101 -0.093 -0.053
C 6.8045 -0.2120 -1.2025 0.078 -0.009 -0.025
Cr 2.1301 -0.4516 -0.5801 0.617 -0.354 0.100
C 0.5030 0.8914 -5.2967 -0.031 0.045 0.035
C 0.8411 1.3096 4.1874 -0.040 0.002 -0.013
C -5.1606 3.1537 5.6476 0.015 0.017 -0.007
O -3.0429 1.1125 4.4233 0.005 -0.027 0.069
C 1.4245 1.2802 2.9237 -0.091 0.032 0.026
N 0.9296 1.1154 -1.0451 -0.260 -0.436 0.052
H 4.0872 -1.9944 3.1600 -0.014 0.018 -0.011
H 1.2597 3.3978 2.6483 -0.006 -0.005 -0.004
N -3.8402 -2.6985 -1.4418 -0.068 -0.037 0.056
H 2.1084 -3.8967 0.0525 -0.011 -0.004 -0.011
H -5.4315 4.1879 5.8518 -0.018 -0.009 0.011
C 0.0229 -4.4247 -0.2917 0.038 -0.001 -0.040
H -4.2987 2.8977 6.2622 -0.003 -0.003 -0.021
S -4.3323 1.3507 3.8183 -0.160 0.005 0.104
N 2.3228 -0.8769 -2.5900 -0.083 -0.097 -0.020
H 0.4530 0.2514 6.0106 0.017 -0.003 -0.036
O -4.6944 1.1448 -2.2576 0.117 -0.023 0.011
N 0.8859 -2.2450 -0.0706 -0.351 0.377 -0.138
C 1.3293 2.4959 2.0411 0.002 0.013 -0.024
H -4.6969 -0.5556 1.2001 -0.021 -0.031 -0.044
C 1.4495 0.5927 -4.3231 -0.043 0.094 -0.009
C -0.4945 -1.2664 -5.0282 0.014 -0.037 -0.013
C -3.0609 -0.4914 -0.7531 0.077 0.067 0.104
H 0.1911 -5.4914 -0.2301 0.001 0.028 0.001
C -1.4923 -0.3580 1.0527 0.324 -0.082 -0.001
H 0.5552 1.8452 -5.8106 -0.002 -0.039 0.022
H 7.8797 -0.1984 -1.3292 -0.027 0.005 0.001
C -1.1607 0.4915 -2.2665 0.083 -0.025 -0.232
C 1.3708 -0.6381 -3.6484 0.184 -0.084 0.016
C -0.4138 0.5941 -1.0074 0.189 0.074 0.129
C -1.4841 -2.5417 -0.6805 0.032 -0.097 -0.064
O -5.4237 0.4503 4.0769 0.098 0.017 0.033
C 1.0942 -3.5473 -0.0925 0.091 -0.034 -0.098
N -2.7172 -0.2002 0.6691 -0.351 -0.035 -0.095
H -3.1830 1.9604 1.8683 -0.021 -0.020 0.004
N -0.5005 -0.3940 0.0474 -0.349 0.030 0.141
O -3.1119 1.7771 -3.5833 -0.006 -0.071 0.144
H 6.3742 -0.9451 -3.2078 0.010 0.005 0.020
H 2.2583 2.5888 -4.2676 -0.001 -0.024 0.008
N -3.5379 1.2093 -2.6013 -0.059 0.039 -0.068
C 0.0854 3.3620 -1.3867 0.136 -0.049 0.005
H -4.9273 1.7587 1.5554 0.046 -0.023 0.028
O 3.9323 -1.1863 -4.2279 0.002 -0.125 -0.009
C 4.8746 0.1307 0.1338 -0.025 -0.036 -0.027
C -3.8107 -0.1214 1.6511 -0.010 -0.057 -0.123
H 3.3891 1.3489 -4.8101 -0.045 -0.010 0.006
H -4.0135 3.6568 3.8582 -0.017 -0.015 0.006
H 3.0191 1.4813 -3.1077 -0.032 0.052 0.037
C 0.4537 -1.6066 -4.0625 -0.009 0.034 -0.027
H -1.7654 -1.6119 2.7266 0.066 0.011 0.013
H 1.6820 -1.7710 5.2918 -0.005 0.030 -0.026
N 2.7753 0.0792 1.2563 0.062 -0.056 -0.099
C -0.3664 -1.7850 -0.2792 0.153 0.040 0.108
C 3.0235 -2.1837 2.9938 -0.004 0.004 0.002
C -0.4897 -0.0203 -5.6277 -0.017 -0.005 -0.051
C -1.2227 -3.9488 -0.6032 -0.029 0.040 -0.050
C -4.0571 1.3354 2.0594 -0.061 0.080 -0.206
C 4.6253 -0.6233 -2.0501 -0.013 -0.079 0.051
C 0.5371 -3.0315 -3.6069 -0.061 -0.040 0.034
H -5.9952 2.5130 5.9265 0.013 0.004 -0.009
H 2.2009 2.5909 1.3929 -0.004 -0.002 0.031
C 2.0941 0.1246 2.5202 0.045 -0.045 -0.086
H -2.0106 3.7181 -1.4406 0.020 -0.029 -0.007
H 0.3819 4.3966 -1.4775 -0.014 -0.015 -0.001
O -4.9625 -2.1836 -1.4559 0.212 0.061 0.020
H -2.0278 -4.6371 -0.7966 0.011 -0.006 0.009
H -4.1388 -0.4252 -0.8260 -0.199 0.005 -0.030
H 1.0489 -3.6231 -4.3706 -0.012 0.034 0.011
C 4.1067 0.3764 1.3972 -0.008 0.054 -0.038
C 2.2111 -0.9773 3.3767 -0.025 -0.023 0.023
C -4.8386 3.0102 4.1633 -0.030 0.121 0.060
O -3.6552 -3.8571 -1.8028 0.004 0.081 -0.004
H -5.7102 3.2093 3.5366 0.026 -0.021 0.027
C -1.2084 2.9929 -1.3721 -0.143 0.041 0.017
H -0.4531 -3.4642 -3.4677 -0.023 -0.012 0.033
C -2.5082 0.5882 -1.6826 -0.135 0.020 -0.080
H 1.1097 -3.1304 -2.6939 0.061 -0.029 0.175
C 0.9155 0.2150 5.0320 -0.005 -0.012 -0.009
H -0.8421 0.6231 -3.2891 -0.026 0.015 0.057
C 6.2458 0.1690 0.0128 0.024 0.024 0.026
H -1.2217 -2.0114 -5.3330 0.025 0.025 0.019
H -3.5535 -0.7332 2.5128 -0.074 0.059 -0.002
H 6.8360 0.4752 0.8652 0.008 -0.010 -0.015
C 1.1254 2.3715 -1.2392 0.044 0.227 -0.052
C 3.5931 -0.9734 -3.0814 0.002 0.160 0.003
C 2.5830 1.5596 -4.1033 -0.053 0.098 0.013
C -1.1791 -0.7304 2.4510 0.170 0.071 -0.004
N 4.1052 -0.2321 -0.8900 -0.116 0.142 0.005
C 5.9897 -0.6276 -2.2485 0.040 -0.016 -0.031
C -1.4943 1.5883 -1.2552 0.028 0.082 -0.008
O 4.6797 0.7517 2.3987 -0.031 -0.006 0.052
H -1.2265 0.2266 -6.3818 0.008 -0.001 0.038
H -1.4540 0.0675 3.1475 0.024 -0.026 -0.013
H -0.1231 -0.9395 2.5554 0.090 -0.015 0.016
H 2.7404 -3.0477 3.5943 0.015 0.024 0.008
H 0.4372 2.4659 1.4029 0.034 -0.028 0.057
H 2.8973 -2.4407 1.9420 -0.018 -0.004 -0.009
H 2.1584 2.7014 -1.2380 0.008 0.008 -0.025



# 4
30
Properties=species:S:1:pos:R:3:forces:R:3 method="wB97M-V/def2-TZVPD" total_energy_ev=-21981.18913 orbital_gap_ha=0.3599 e_homo_ha=-0.3316
H 2.0705 1.6669 -1.3116 0.166 -0.172 -0.145
C -0.5669 0.0187 -1.9415 0.312 -0.450 -0.302
O -1.6110 0.2480 -1.4321 -0.720 0.620 0.278
H -2.5004 -2.6124 1.7954 -0.096 -0.216 -0.002
H -0.9616 -4.4528 1.0970 -0.011 -0.075 0.004
H 1.8258 0.6897 1.1432 0.217 -0.010 0.028
C -0.9723 -1.1355 1.7205 0.252 -0.331 -0.104
H -1.4910 2.8278 -0.5724 -0.098 -0.006 -0.154
C -0.5798 3.3692 -0.3203 -0.379 -0.588 0.096
H 0.8572 0.8260 2.6309 0.126 0.313 0.073
H 1.4205 -3.9631 0.6462 0.011 -0.158 -0.038
H -0.3034 3.9858 -1.1694 0.130 0.220 0.024
F -0.1906 -1.9126 -3.1061 0.246 0.040 -0.049
H 1.3357 2.8660 0.4307 0.194 -0.203 0.230
C 0.7487 -3.1769 0.9523 -0.032 0.270 0.061
N -0.4934 -0.5434 -3.2667 -0.071 0.096 -0.060
C 0.9869 1.6425 -1.3098 0.294 0.230 0.820
H -1.6342 -0.3293 1.9957 -0.075 0.100 0.022
C -1.4555 -2.4321 1.5991 0.336 0.479 -0.043
H -1.4504 -0.5532 -3.6067 -0.101 -0.267 0.010
O -0.0957 1.4378 0.9091 0.400 -0.064 0.355
H 0.6443 2.2111 -2.1696 -0.136 -0.084 -0.225
C 0.4834 2.3294 0.0029 -0.454 0.555 -0.678
O 0.6431 0.2608 -1.4299 0.203 -0.028 -0.155
C 0.3686 -0.8595 1.4527 -0.184 0.316 -0.037
C 1.2302 -1.8780 1.0713 -0.368 0.056 0.135
C 0.8329 0.5763 1.5698 -0.416 -0.521 -0.126
H 2.2614 -1.6346 0.8600 0.132 -0.098 -0.075
C -0.5894 -3.4441 1.2090 -0.009 -0.249 -0.023
H -0.8137 3.9716 0.5503 0.129 0.226 0.078



# 5
16
Properties=species:S:1:pos:R:3:forces:R:3 method="wB97M-V/def2-TZVPD" total_energy_ev=-37572.07181 orbital_gap_ha="0.3000 / 0.3001" e_homo_ha="-0.3229 / -0.3230"
H -2.1627 -0.1541 2.0805 -0.574 0.262 0.864
C 0.3055 0.4604 0.8606 -2.636 -2.776 1.863
F 1.1916 -0.2380 1.6219 -0.484 0.247 -0.575
O -2.7848 -2.1651 -1.2347 1.686 0.542 -0.362
F 3.2592 0.1486 -0.2187 -0.260 0.078 0.762
C 0.9782 0.9936 -0.3541 0.597 -1.470 -1.437
H -3.2861 -0.1181 0.6053 1.048 -0.234 1.687
C -1.3827 -0.7058 0.3122 2.571 2.432 0.408
S -1.3667 -1.6038 -1.1262 -2.554 0.460 2.647
N -2.3633 -0.1563 1.1116 0.148 -1.575 -4.132
F 2.3969 0.2865 -2.1263 -0.329 0.542 -0.944
F -0.2648 1.3525 1.7022 0.458 -0.100 -1.139
F 0.0250 1.0222 -1.3342 0.853 1.037 0.164
F 1.7298 -1.2947 -0.8382 0.063 1.227 0.325
C 2.1146 0.0256 -0.8717 -0.069 -1.674 -0.177
F 1.6103 2.1465 -0.1902 -0.518 1.001 0.046